DFT (wB97M-V/def2-TZVPD) results for a structure of composition C33H102O26PV2.

The calculation puts the orbital gap at 9.4 eV. The calculation puts the max |F| at 3.98 eV/A. The net charge is -1. Its HOMO energy is -8.00 eV. The total energy comes out at -5504.44637 Eh.

Last column: Löwdin charge in e.
Positions of all 164 atoms, in Å:
O 0.6215 1.2927 -0.9364  -0.30
V -0.3752 1.0897 0.2424  0.95
O -1.6163 0.1601 -0.3015  -0.33
O -0.4434 1.2239 6.7489  -0.36
V -0.0354 0.8737 5.2540  0.91
O 0.6810 -0.5560 5.0206  -0.39
P -0.6924 2.3300 3.3137  0.18
O -0.1151 1.9783 1.9560  -0.33
O 0.5946 2.3466 4.2997  -0.37
O -1.3112 1.0713 3.9993  -0.33
O -1.4927 3.5846 3.5479  -0.24
C 0.4754 6.5685 -1.7957  -0.08
C 1.1934 5.3415 -1.3133  -0.30
O 0.8259 4.1130 -2.0342  -0.12
H 0.6245 7.4306 -1.1948  0.06
H -0.6255 6.2483 -1.8695  0.09
H 0.7375 6.6892 -2.8525  0.07
H 1.1047 5.1961 -0.2358  0.06
H 2.2887 5.4833 -1.4908  0.12
H 1.0960 3.2699 -1.5664  0.06
C -0.4389 7.0314 1.9224  -0.05
C -1.4803 5.9232 1.5222  -0.28
O -0.9080 4.6724 1.2478  -0.15
H -0.1482 7.0014 2.9644  0.06
H -0.8802 8.0214 1.7217  0.07
H 0.5391 6.8447 1.4216  0.06
H -1.9468 6.2533 0.5799  0.10
H -2.2509 5.7558 2.2727  0.11
H -1.0128 4.2726 2.1498  0.01
C -6.0947 -2.8955 -1.1698  -0.08
C -5.0647 -2.9286 -0.0386  -0.27
O -3.7944 -3.2790 -0.6652  -0.14
H -6.1007 -3.9237 -1.6456  0.10
H -5.7705 -2.1557 -1.8536  0.05
H -7.0661 -2.6403 -0.8236  0.06
H -5.2176 -3.7776 0.6585  0.10
H -4.9594 -1.9099 0.5141  0.14
H -3.5498 -2.5481 -1.2400  0.04
C -1.0993 -1.7542 -3.1936  -0.06
C -2.4879 -1.0674 -3.4034  -0.29
O -3.2174 -0.9204 -2.2352  -0.12
H -0.5416 -1.7581 -4.1115  0.04
H -1.1907 -2.8080 -2.8053  0.09
H -0.4311 -1.2379 -2.5138  0.05
H -3.0225 -1.7606 -4.0402  0.11
H -2.5084 -0.1080 -3.9078  0.08
H -2.6233 -0.4735 -1.5639  0.04
C 0.1219 -3.8643 -0.1184  -0.03
C 1.2890 -4.7960 -0.6860  -0.21
O 1.0415 -5.1514 -2.0905  -0.12
H 0.4426 -3.2474 0.7047  0.03
H -0.7320 -4.4669 0.2371  0.06
H -0.3070 -3.1785 -0.8172  0.05
H 1.3359 -5.7486 -0.2146  0.10
H 2.1703 -4.2023 -0.6984  0.06
H 0.9539 -4.3100 -2.5805  0.05
C -2.8276 -3.4334 3.1924  -0.10
C -2.3427 -2.2404 2.4275  -0.23
O -0.9036 -2.1001 2.7315  -0.13
H -3.8159 -3.6561 2.8705  0.05
H -2.9308 -3.1206 4.2439  0.08
H -2.2232 -4.3504 3.3116  0.09
H -2.8415 -1.3458 2.7678  0.12
H -2.3617 -2.5664 1.3628  0.10
H -0.8289 -1.3187 3.3356  0.06
C 3.4212 -1.1690 -1.3429  -0.04
C 3.2278 0.1854 -2.0809  -0.49
C 3.6300 1.3227 -1.2042  -0.06
O 4.0361 0.1615 -3.2698  -0.07
H 3.2318 -0.9340 -0.3103  0.05
H 4.4578 -1.4484 -1.4520  0.09
H 2.6825 -1.8907 -1.6411  0.06
H 2.1498 0.1976 -2.3243  0.12
H 2.9045 1.7258 -0.4826  0.06
H 3.8069 2.1508 -1.8966  0.08
H 4.6523 1.0948 -0.8135  0.10
H 3.4480 0.6196 -3.9174  0.09
C -4.0130 -6.7970 1.9016  -0.06
C -3.1814 -6.1614 0.7713  -0.53
C -2.0243 -7.0443 0.3484  -0.07
O -4.0336 -6.1185 -0.3562  -0.07
H -3.3995 -7.0153 2.8062  0.08
H -4.4351 -7.7113 1.4700  0.08
H -4.8941 -6.1570 2.1062  0.07
H -2.6861 -5.1711 1.0626  0.12
H -1.4280 -7.3239 1.2523  0.09
H -1.4316 -6.4072 -0.3612  0.08
H -2.4077 -7.9947 -0.0880  0.09
H -4.0008 -5.2556 -0.8208  0.07
C 1.8589 -2.0879 -6.2817  -0.08
C 2.1716 -3.4342 -5.7168  -0.43
C 3.3096 -3.3466 -4.7427  -0.06
O 0.9875 -3.8975 -4.9026  -0.09
H 0.9969 -1.9947 -6.9760  0.09
H 2.7404 -1.7151 -6.8156  0.08
H 1.5600 -1.3338 -5.4567  0.09
H 2.1407 -4.1594 -6.5341  0.13
H 3.0479 -2.5509 -4.0903  0.05
H 4.2712 -3.0024 -5.1557  0.09
H 3.5749 -4.2424 -4.1993  0.08
H 1.3056 -4.6766 -4.4425  0.05
C -3.9988 3.2604 0.0351  -0.04
C -2.9999 2.7247 -0.8827  -0.42
C -2.8055 3.6423 -2.0105  -0.03
O -1.7503 2.5999 -0.0750  -0.18
H -3.5776 4.2304 0.4099  0.10
H -4.0995 2.6521 0.8999  0.08
H -4.9897 3.4840 -0.3183  0.09
H -3.2521 1.6751 -1.1549  0.14
H -2.5929 4.6380 -1.6764  0.07
H -3.7104 3.7394 -2.6522  0.12
H -1.9520 3.3585 -2.6045  0.06
H -1.5291 3.5035 0.3081  0.07
C 2.0383 -3.9098 3.2109  -0.04
C 3.1025 -2.8555 2.9613  -0.49
C 3.6391 -3.0872 1.5693  -0.06
O 2.4268 -1.6229 3.0372  -0.10
H 1.4043 -3.7402 2.4118  0.03
H 1.5444 -3.7453 4.1714  0.09
H 2.4690 -4.9246 3.1682  0.09
H 3.9628 -2.9220 3.7029  0.15
H 2.8610 -2.9123 0.7744  0.06
H 3.8401 -4.1969 1.5056  0.10
H 4.5954 -2.5221 1.3220  0.10
H 2.0108 -1.4468 3.9160  0.06
C 1.4063 2.6413 -5.3526  -0.05
C -0.1314 2.7551 -5.4276  -0.48
C -0.7013 1.6241 -4.5534  -0.06
O -0.6956 3.9997 -5.1034  -0.04
H 1.9042 3.2043 -6.1329  0.07
H 1.6172 1.5397 -5.4537  0.07
H 1.8128 2.9450 -4.3902  0.07
H -0.4478 2.6126 -6.4712  0.14
H -1.7522 1.5246 -4.7415  0.06
H -0.5244 1.7021 -3.4440  0.09
H -0.2453 0.6626 -4.8570  0.07
H -0.3735 4.1479 -4.2095  0.05
C 3.8445 1.3901 4.5126  -0.04
C 4.0700 1.5973 3.0218  -0.40
C 4.9151 0.5643 2.2917  -0.03
O 2.7138 1.4591 2.4442  -0.12
H 3.2988 2.1564 5.0196  0.07
H 4.8235 1.4216 5.0592  0.10
H 3.4585 0.3633 4.6332  0.08
H 4.4153 2.5860 2.7312  0.13
H 6.0474 0.7767 2.2330  0.11
H 4.5355 0.5002 1.2695  0.05
H 4.7919 -0.3441 2.8477  0.05
H 2.0811 1.8077 3.0834  0.03
O 3.3610 6.1845 1.5931  -0.07
H 3.2342 5.2431 1.6228  -0.04
H 3.5140 6.4260 2.5083  0.03
O 0.6486 -0.4955 1.2808  -0.09
H 0.0985 -1.2567 1.5824  0.03
H 1.4278 -0.4249 1.9049  0.07
O -3.9021 3.7561 6.2525  -0.08
H -3.5489 3.4582 5.3613  0.05
H -3.1183 3.8148 6.7531  -0.05
O 2.3316 3.7892 1.3036  -0.07
H 1.4443 4.0010 1.6084  0.03
H 2.4231 2.8161 1.5472  0.02
O -1.0840 3.7348 7.2985  -0.09
H -0.9306 2.7801 7.2636  -0.04
H -0.5881 4.0278 6.5019  0.05

Atoms 1-2, force components in eV/Å:
0.62 0.50 -0.62
-2.81 -1.85 0.28

DFT (wB97M-V/def2-TZVPD) results for a cluster of 19 separate species, C33H15Cl73F2O3Si in total.

The calculation puts the orbital gap at 7.9 eV. The calculation puts the max |F| at 4.25 eV/A. The net charge is 0. Its HOMO energy is -9.30 eV. The total energy comes out at -35575.19227 Eh.

Last column: Löwdin charge in e.
Positions of all 127 atoms, in Å:
C -2.3147 4.0570 2.5165  -0.16
Si -1.9284 2.3024 1.9352  0.59
C -2.5649 1.0151 3.1459  -0.17
C -2.7101 2.1144 0.2285  -0.21
C -2.7132 0.6415 -0.2390  -0.12
C -1.7244 0.3228 -1.3681  -0.47
F -2.3979 -0.4566 -2.2785  0.07
F -1.3073 1.4050 -2.0487  0.11
C -0.5475 -0.4959 -0.8802  -0.02
C -0.5587 -1.6765 -0.2668  -0.48
Cl -1.9510 -2.5845 0.0932  0.83
C 0.8651 -2.0497 0.0786  -0.43
O 1.1853 -3.0724 0.6470  0.04
O 1.6752 -1.0370 -0.3374  0.10
C 0.8923 -0.0819 -1.0100  -0.31
O 1.3702 0.8835 -1.5751  0.16
C -0.0455 2.2271 1.6996  -0.26
C 0.7249 1.4213 2.4627  -0.11
C 2.0721 1.3508 2.2409  -0.09
C 2.6998 2.1007 1.2938  -0.17
C 1.8914 3.0580 0.4457  -0.20
C 0.5351 3.0380 0.7115  -0.21
H -1.7992 4.7433 1.8423  -0.01
H -3.3779 4.2861 2.4350  0.02
H -1.9295 4.2443 3.5181  0.04
H -2.7697 1.4146 4.1368  0.04
H -1.9157 0.1436 3.2473  0.02
H -3.5106 0.6543 2.7405  -0.04
H -2.2716 2.8090 -0.4732  0.01
H -3.7557 2.4219 0.3322  0.08
H -3.7007 0.2927 -0.5285  0.12
H -2.4119 0.0353 0.6131  0.06
H 0.2733 0.7882 3.2139  0.10
H 2.7004 0.6840 2.8165  0.11
H 3.7420 2.0054 1.1264  0.02
H 2.2850 3.6849 -0.3228  0.06
H -0.0733 3.6972 0.0892  0.00
C 5.6927 4.7566 -0.0001  -1.96
Cl 6.2484 3.7458 -1.3386  0.55
Cl 5.1791 6.3318 -0.6334  0.51
Cl 4.3071 3.9784 0.7921  0.67
Cl 7.0061 4.9731 1.1635  0.50
C 4.6169 -4.6164 -0.3536  -2.00
Cl 3.8228 -3.0820 -0.7054  0.59
Cl 6.1645 -4.7220 -1.2276  0.50
Cl 4.9244 -4.7108 1.3830  0.50
Cl 3.5490 -5.9424 -0.8289  0.51
C -1.1846 -4.9706 3.3214  -2.05
Cl 0.2635 -5.2901 2.3705  0.55
Cl -1.0957 -5.8517 4.8518  0.53
Cl -1.3016 -3.2344 3.6570  0.51
Cl -2.6167 -5.4956 2.4257  0.52
C 9.9454 7.1760 2.7730  -2.06
Cl 8.4504 7.7948 2.0676  0.50
Cl 9.6624 5.5538 3.4204  0.51
Cl 11.1978 7.1018 1.5294  0.53
Cl 10.4724 8.2448 4.0780  0.52
C -1.0843 6.4686 -1.6362  -2.02
Cl 0.3640 7.1658 -2.3670  0.54
Cl -2.5131 6.9909 -2.5335  0.54
Cl -0.9697 4.6995 -1.6908  0.62
Cl -1.2105 7.0053 0.0408  0.54
C -6.9966 1.0465 3.0354  -2.03
Cl -7.9544 0.9349 4.5122  0.55
Cl -8.0583 1.0960 1.6278  0.49
Cl -6.0124 2.5189 3.0805  0.53
Cl -5.9370 -0.3597 2.9012  0.56
C 3.0067 -2.1488 -5.4500  -2.04
Cl 3.7776 -3.0255 -4.1193  0.51
Cl 2.3495 -0.6284 -4.8489  0.54
Cl 4.2006 -1.8219 -6.7108  0.53
Cl 1.6944 -3.1312 -6.1182  0.47
C -8.7234 4.5318 -0.8128  -2.02
Cl -9.5245 3.0594 -1.3796  0.48
Cl -8.1120 5.4336 -2.2034  0.54
Cl -9.8688 5.5346 0.0846  0.51
Cl -7.3751 4.0938 0.2444  0.49
C -7.1873 0.3694 -3.2997  -2.05
Cl -6.6723 -1.2946 -3.5949  0.53
Cl -5.8729 1.4764 -3.7105  0.53
Cl -8.6017 0.7362 -4.2952  0.52
Cl -7.6020 0.5681 -1.5937  0.46
C 6.3715 -9.5252 -1.6927  -2.02
Cl 7.8595 -10.0494 -2.4885  0.52
Cl 6.2271 -10.3211 -0.1207  0.53
Cl 6.3579 -7.7639 -1.4573  0.44
Cl 4.9950 -9.9596 -2.7084  0.51
C 11.2315 -7.5638 -1.0593  -2.04
Cl 12.0404 -6.2473 -0.2029  0.50
Cl 11.6603 -9.1086 -0.3145  0.53
Cl 9.4828 -7.3407 -0.9807  0.49
Cl 11.7478 -7.5633 -2.7522  0.52
C -13.8333 5.2342 -0.0965  -2.04
Cl -13.9308 6.2393 -1.5479  0.53
Cl -12.6564 3.9449 -0.3540  0.49
Cl -13.3190 6.2285 1.2727  0.50
Cl -15.4208 4.5360 0.2415  0.51
C -0.9926 -6.5974 -7.3506  -2.04
Cl -2.6416 -6.0643 -7.6988  0.53
Cl -0.9663 -7.5264 -5.8511  0.50
Cl -0.4037 -7.6037 -8.6784  0.53
Cl 0.0733 -5.1980 -7.1655  0.47
C 0.7646 -10.1339 -3.1872  -2.05
Cl 1.7204 -8.9144 -2.3411  0.50
Cl 0.9993 -11.7128 -2.4300  0.53
Cl -0.9367 -9.6652 -3.1102  0.51
Cl 1.2715 -10.2072 -4.8783  0.52
C 2.2969 6.8392 2.8899  -2.02
Cl 1.4770 5.3874 2.2927  0.61
Cl 2.9068 7.8128 1.5489  0.51
Cl 1.1555 7.8015 3.8433  0.52
Cl 3.6603 6.3593 3.9085  0.53
C -17.3313 7.5324 2.4745  -2.05
Cl -15.9633 7.5635 3.5929  0.51
Cl -16.7429 7.6560 0.8141  0.50
Cl -18.2168 6.0150 2.6718  0.52
Cl -18.4061 8.8909 2.8232  0.53
C 4.3448 -5.0826 5.6127  -2.04
Cl 2.7604 -4.7094 4.9248  0.51
Cl 4.2726 -6.6323 6.4570  0.53
Cl 5.5367 -5.1778 4.3094  0.49
Cl 4.8134 -3.8122 6.7478  0.53
C 14.1363 -2.6022 -1.6312  -2.05
Cl 13.4911 -4.1848 -2.0762  0.49
Cl 14.5725 -1.7043 -3.0905  0.52
Cl 12.9104 -1.7021 -0.7307  0.52
Cl 15.5705 -2.8154 -0.6205  0.52

Atoms 1-2, force components in eV/Å:
0.16 -0.34 -0.37
0.46 0.99 0.04